# 1
This record from the Open Molecules 2025 dataset describes 5 unconnected molecules or ions with the total composition C40H78O19S2 in a non-equilibrium geometry. The level of theory is ωB97M-V/def2-TZVPD.

Lowest unoccupied orbital energy = 0.5 eV
ΔE to the lowest compared entry with this formula, charge and spin = 3.2 kcal/mol
HOMO-LUMO gap = 9.91 eV
HOMO = -0.3459 Eh
Strongest force on any atom = 4.47 eV/A
Structure (SMILES) = COCCCCCCCCCCCC[C@H]1OS(=O)(=O)[C@@](S)(CCCCOC=O)C[C@H]1CCO.CCOC(=O)OC.CCOC(=O)OC.CCOC(=O)OC.CCOC(=O)OC
Multiplicity = 1

XYZ file:
```
139
Properties=species:S:1:pos:R:3:forces:R:3
S 2.677 0.393 2.306 2.077 0.409 1.782
S 3.676 -0.902 -0.201 0.075 0.122 -0.500
O 0.531 -4.178 2.317 -0.240 0.002 1.044
O 10.692 3.018 5.248 -0.062 -0.097 0.008
O -5.736 -4.659 -6.736 -0.115 0.084 -0.011
O 2.523 4.992 5.831 -0.140 0.180 0.008
O -2.722 -0.606 0.887 0.640 -0.581 0.661
O 2.211 5.506 3.646 -0.025 0.097 0.137
O -0.652 -5.415 0.960 -0.736 -2.159 -3.849
O -6.481 2.465 3.556 0.029 -0.171 -0.032
O 9.282 1.734 4.229 0.194 -0.051 0.101
O -7.394 -4.524 -8.275 -0.043 0.137 0.134
O -6.164 1.489 1.653 -0.018 0.076 0.106
O 1.731 1.581 1.813 0.218 -0.953 -0.221
O -7.930 -4.682 -6.187 0.081 0.070 -0.085
O 2.782 7.045 5.205 -0.072 -0.084 -0.009
O 2.351 0.018 3.644 -1.896 -0.630 0.340
O 4.028 0.876 2.301 0.349 0.262 -1.537
O -4.374 2.360 2.727 -0.140 -0.059 0.032
O 8.832 2.364 6.359 0.137 -0.030 -0.083
O -2.869 -1.261 -1.792 -0.679 0.100 -0.080
C -5.999 3.192 4.694 0.128 0.336 0.357
C 0.318 2.525 0.013 0.629 -0.220 -0.118
C 11.041 3.817 6.378 0.154 0.164 0.162
C 2.809 -4.932 1.687 -0.592 0.206 -0.988
C 6.862 1.921 3.963 0.036 0.251 0.125
C 0.976 -1.016 -5.154 -0.256 -0.029 -1.164
C -0.134 -2.088 -5.374 0.931 -0.057 0.977
C 0.166 3.106 -2.543 -0.049 0.142 -0.797
C -0.657 0.171 1.977 -0.109 -0.124 -0.766
C 8.046 1.003 4.178 -0.520 -0.152 -0.074
C -6.421 -4.482 -9.327 0.327 -0.081 -0.406
C -6.902 -4.619 -7.039 -0.046 -0.149 -0.045
C 3.441 2.920 4.920 0.249 0.256 -0.082
C -5.294 1.145 0.569 0.163 -0.122 -0.157
C 0.528 0.436 -5.411 -0.061 0.209 1.155
C 1.092 1.312 0.539 -0.760 -0.307 -0.992
C 9.530 2.365 5.377 -0.093 0.060 -0.103
C -0.189 2.145 -1.398 0.151 0.109 0.313
C -5.858 -5.857 -9.620 -0.010 -0.188 0.237
C -0.046 1.123 -4.125 0.705 -0.635 -0.542
C -1.851 -3.375 -3.879 0.250 1.114 0.069
C -0.580 -4.926 1.998 0.672 1.746 2.508
C -1.796 -0.847 1.951 0.154 0.102 0.482
C 2.510 -1.083 1.226 -0.431 0.280 -0.287
C -5.742 4.646 4.356 0.065 0.051 -0.284
C 1.042 -1.240 0.705 0.601 0.457 -0.542
C 1.650 -4.999 2.687 0.937 -0.817 0.316
C -3.182 0.127 -1.837 0.587 0.345 0.483
C -2.955 -2.280 -4.046 0.305 -0.650 0.838
C -0.424 -2.796 -4.020 -0.758 -0.602 -0.592
C 2.856 8.017 4.164 0.025 0.242 -0.113
C -5.555 2.125 2.656 -0.026 0.055 -0.073
C 2.474 5.811 4.782 0.122 -0.109 0.025
C 2.251 3.608 5.552 0.021 -0.579 -0.127
C -7.550 -4.880 -4.825 -0.034 -0.026 0.286
C -3.649 -2.042 -2.683 -0.262 -0.702 -0.866
C 2.929 -2.358 2.021 -0.139 1.124 -0.368
C 3.039 -3.545 1.044 0.578 -0.369 0.511
C 0.218 0.063 0.699 -0.590 -0.474 0.830
C 0.775 2.365 -3.751 -0.450 -0.252 0.049
H -5.298 -6.243 -8.769 0.054 0.097 -0.017
H 1.321 -6.045 2.748 0.010 0.142 0.002
H 0.255 1.172 -1.635 -0.112 0.194 -0.004
H 0.537 -2.039 1.249 0.150 0.166 0.087
H 4.332 3.054 5.536 -0.076 -0.043 0.099
H -6.781 3.124 5.449 -0.124 -0.155 -0.179
H -8.449 -4.778 -4.221 -0.088 0.015 -0.193
H 3.723 7.823 3.532 -0.096 -0.055 -0.079
H -5.192 -5.823 -10.482 -0.040 0.034 -0.012
H 2.415 -3.443 0.154 -0.229 0.115 0.312
H -5.632 -3.768 -9.087 -0.027 -0.069 0.182
H 2.028 3.145 6.512 0.028 0.268 0.107
H 3.255 1.855 4.801 -0.053 0.012 0.072
H -0.060 0.021 2.881 -0.138 0.123 -0.028
H 1.425 0.994 -5.697 -0.290 0.101 -0.297
H -6.665 -6.564 -9.822 -0.012 0.073 -0.121
H 7.926 0.396 5.076 0.096 0.160 0.093
H -2.313 -0.779 2.916 -0.137 -0.060 -0.206
H 2.553 -5.613 0.864 0.135 0.086 0.070
H -2.533 -1.317 -4.356 -0.049 -0.165 -0.180
H -7.146 -5.883 -4.691 0.117 0.069 -0.012
H -2.981 0.521 -0.832 0.010 -0.053 -0.474
H -4.652 -1.625 -2.861 0.225 0.284 0.307
H -6.824 -4.134 -4.505 0.073 -0.071 -0.085
H -3.800 -3.012 -2.192 -0.005 0.126 -0.053
H -2.662 -1.364 0.290 -0.204 0.312 -0.284
H 11.021 3.231 7.296 -0.132 0.010 -0.028
H -0.514 -0.031 -0.110 0.321 0.272 -0.108
H 1.050 3.330 -0.098 -0.252 0.134 0.311
H -1.018 -1.642 -5.837 0.011 -0.030 0.177
H 0.037 0.359 -3.343 -0.222 0.276 0.047
H 0.265 -3.645 -3.926 0.143 0.305 0.162
H -1.951 -3.747 -2.854 0.120 -0.311 -0.236
H -5.861 0.521 -0.118 -0.192 0.052 0.159
H 8.134 0.319 3.334 0.259 0.107 -0.028
H 6.723 2.594 4.810 0.030 -0.108 0.069
H -6.632 5.099 3.915 -0.052 -0.011 0.131
H 2.164 -2.478 2.791 0.204 -0.173 -0.024
H -0.249 0.517 -6.176 0.445 -0.210 -0.307
H 1.815 2.061 -3.570 -0.160 -0.034 0.176
H -4.426 0.589 0.920 -0.150 0.186 -0.003
H -3.655 -2.640 -4.806 -0.188 0.374 0.186
H 2.015 -4.759 3.692 -0.395 0.447 -0.124
H 7.016 2.545 3.081 -0.036 -0.136 -0.087
H -1.108 1.170 1.983 0.045 -0.110 0.311
H 5.948 1.342 3.831 0.027 0.008 -0.067
H 4.315 0.271 0.005 -0.352 -0.241 0.445
H 0.819 3.013 -4.636 -0.072 0.100 0.216
H -1.390 -5.005 2.739 0.284 0.375 0.368
H -5.466 5.204 5.251 -0.036 -0.034 0.015
H 1.142 -1.579 -0.332 -0.096 -0.069 0.146
H -2.507 0.635 -2.537 -0.414 -0.007 -0.168
H 1.358 3.514 4.932 0.070 0.172 -0.088
H -2.011 -4.202 -4.576 0.028 0.093 0.060
H 3.892 -2.131 2.487 -0.104 -0.301 0.118
H -4.936 4.745 3.629 0.054 -0.061 0.081
H 0.836 3.927 -2.263 -0.070 -0.204 0.295
H -4.239 0.324 -2.046 0.148 -0.178 -0.291
H 2.975 8.988 4.637 0.013 -0.120 0.171
H 3.748 -5.317 2.094 -0.280 0.072 0.428
H -1.112 1.349 -4.240 0.125 0.171 0.015
H -5.109 2.711 5.102 0.041 -0.028 -0.187
H -0.479 2.819 0.698 0.110 0.104 -0.073
H 0.270 -2.826 -6.074 -0.330 -0.002 0.009
H 12.051 4.182 6.215 -0.030 -0.094 -0.187
H 3.665 3.335 3.937 -0.107 -0.029 -0.021
H 1.869 1.119 -0.214 0.011 0.026 0.253
H 1.401 -1.119 -4.149 -0.057 0.139 -0.089
H 10.365 4.668 6.458 -0.059 -0.082 0.093
H -4.980 2.049 0.044 0.058 0.012 0.069
H 1.946 8.025 3.566 0.056 -0.115 -0.039
H -0.250 -2.117 -3.178 -0.022 0.013 -0.140
H 1.800 -1.230 -5.848 -0.085 0.005 0.119
H -1.399 -1.868 1.869 -0.062 0.134 0.059
H -0.743 3.590 -2.927 0.058 0.001 0.232
H -1.269 1.973 -1.374 0.214 0.040 0.029
H 4.067 -3.545 0.670 -0.163 0.004 -0.115
H -6.942 -4.104 -10.206 -0.213 0.024 0.169
```
Positions in Å, forces in eV/Å.

Here are the Löwdin charges for atoms 1 to 6, given in e:
1 S 0.613
2 S 0.845
3 O -0.087
4 O 0.001
5 O 0.116
6 O 0.040

=====

# 2
This record from the Open Molecules 2025 dataset describes 3 unconnected molecules or ions with the total composition C40H80N3O4 in a non-equilibrium geometry. The level of theory is ωB97M-V/def2-TZVPD.

Lowest unoccupied orbital energy (spin up / spin down) = 0.6 / 0.2 eV
HOMO-LUMO gap (spin up / spin down) = 8.37 / 9.40 eV
HOMO (spin up / spin down) = -0.2853 / -0.3365 Eh
Strongest force on any atom = 1.63 eV/A
Multiplicity = 4

XYZ file:
```
127
Properties=species:S:1:pos:R:3:forces:R:3
O -2.098 -2.373 -2.076 -0.408 -0.048 -0.030
O 1.951 3.611 -1.749 -0.048 0.084 -0.418
O -2.705 1.248 0.994 -0.040 -0.447 -0.092
O 5.359 0.784 0.351 0.078 0.192 0.024
N 1.158 4.606 -1.551 0.568 -0.844 1.036
N -1.533 -2.706 -0.980 0.830 -0.217 -0.685
N -3.944 0.935 1.163 0.506 1.519 -0.282
C -6.025 0.248 -0.076 -0.048 -0.003 0.194
C -0.610 -1.225 0.769 -0.077 -0.148 -0.191
C 1.163 7.080 -1.092 -0.145 -0.040 -0.026
C 1.860 5.730 -0.850 -0.024 0.969 -0.195
C -0.185 -0.740 -1.586 -0.329 -0.083 0.139
C -3.905 0.499 -1.264 0.295 -0.003 0.028
C -0.566 2.837 -1.641 0.290 -0.318 -0.187
C -2.732 -4.803 -1.328 0.284 0.081 -0.033
C -1.280 5.178 -1.361 0.105 0.151 -0.114
C 0.561 5.116 1.252 0.013 -0.016 -0.107
C 2.562 -4.298 2.798 0.201 -0.294 -0.057
C -0.338 -1.900 -0.604 -0.085 0.567 0.962
C 3.994 -0.225 -1.423 0.058 0.208 0.180
C -4.868 3.057 2.063 0.013 0.215 -0.289
C 3.901 -4.653 3.456 -0.360 0.556 0.064
C 1.925 5.454 0.653 -0.131 -0.225 0.225
C 4.011 -4.169 4.917 0.013 -0.090 -0.379
C -5.061 2.536 -0.377 0.091 0.312 0.161
C 2.263 -4.902 -1.010 0.496 0.538 0.023
C -4.494 1.606 2.386 -0.581 -0.436 0.773
C -1.636 -4.379 0.852 -0.085 0.115 -0.087
C -0.070 3.946 0.503 0.265 0.081 0.367
C -5.730 3.212 0.815 0.029 -0.061 0.028
C 5.205 0.639 -1.049 -0.218 -0.250 0.067
C -3.428 1.620 3.476 0.281 0.026 -0.059
C 4.302 1.503 0.952 -0.102 -0.322 -0.092
C -4.724 1.068 -0.114 -0.723 -0.707 -0.425
C -0.246 -4.838 -1.260 0.104 0.394 -0.104
C -1.502 -4.151 -0.675 -0.693 -0.620 0.136
C -0.162 4.159 -1.010 -1.089 0.312 -0.248
C 3.268 5.861 -1.417 0.159 -0.184 -0.052
C 3.019 -4.597 0.286 0.144 -0.796 0.246
C 2.284 -5.118 1.536 -0.382 0.794 -0.120
C 3.558 -2.457 -2.626 0.096 0.690 -0.497
C -5.708 0.822 2.952 0.001 -0.154 -0.115
C 4.172 -1.042 -2.709 -0.314 0.102 0.009
C 1.055 -3.977 -1.382 -0.361 -0.845 0.181
C 1.189 -3.589 -2.868 -0.044 0.352 -0.130
C 2.156 -2.466 -3.258 0.334 -0.207 0.031
C 0.934 -2.765 -0.458 0.035 0.359 -0.397
H 6.109 0.142 -1.393 0.145 0.084 -0.017
H 4.697 2.022 1.819 0.026 0.098 0.074
H -1.544 -3.461 1.422 0.164 -0.028 0.062
H 0.201 -3.321 -3.253 -0.046 0.071 -0.008
H 1.020 -3.062 0.584 -0.057 -0.202 0.029
H -3.948 3.635 1.925 0.048 -0.094 -0.022
H 0.678 4.852 2.305 -0.012 0.015 0.009
H -2.576 2.244 3.214 -0.004 -0.048 -0.056
H -2.016 4.726 -2.026 -0.008 -0.109 0.068
H -6.786 0.662 0.583 0.029 0.001 0.002
H -0.920 -5.115 1.209 0.109 0.077 0.083
H -1.033 -0.069 -1.459 -0.017 -0.030 -0.108
H -2.619 -4.892 -2.404 -0.028 0.107 -0.082
H 2.610 4.621 0.837 -0.008 -0.042 -0.090
H -0.159 -1.058 -2.621 0.044 0.037 -0.070
H 5.131 1.633 -1.500 0.084 0.041 -0.181
H -6.727 2.797 0.986 0.010 -0.028 -0.006
H 0.018 -0.340 0.861 0.040 0.062 0.094
H 2.312 -2.549 -4.336 -0.103 0.120 -0.091
H 0.524 3.048 0.699 0.051 -0.010 -0.103
H -2.623 -4.779 1.077 -0.086 0.049 0.001
H -3.628 -4.222 -1.129 -0.095 -0.050 0.135
H -1.810 5.527 -0.473 0.040 0.016 0.023
H 1.946 -5.944 -0.953 -0.154 -0.061 -0.099
H -0.576 2.899 -2.731 0.015 0.043 0.001
H 3.255 -3.540 0.399 -0.071 0.115 -0.042
H -3.610 -0.534 -1.071 0.003 0.012 -0.014
H -4.142 3.077 -0.628 0.048 -0.064 0.053
H -6.458 0.218 -1.076 0.079 0.036 -0.055
H 4.214 -3.123 -3.187 -0.047 -0.350 0.212
H 1.718 -1.483 -3.110 -0.120 -0.046 0.182
H 3.979 -5.116 0.232 0.124 0.129 -0.055
H 3.512 0.820 1.281 -0.082 0.003 0.048
H 4.770 -3.399 5.019 0.073 0.034 0.101
H -5.480 0.420 3.938 0.049 0.111 0.044
H -0.499 -5.196 -2.258 0.030 -0.036 -0.067
H 0.708 -0.177 -1.317 0.138 -0.086 -0.091
H 3.676 -0.495 -3.514 0.108 -0.050 -0.188
H -0.907 6.049 -1.891 0.020 -0.034 0.013
H -5.975 -0.035 2.343 0.034 0.028 -0.004
H 3.067 -3.740 5.249 -0.061 -0.036 0.119
H 3.242 5.994 -2.500 -0.018 -0.015 -0.002
H 3.539 -2.748 -1.581 0.116 -0.224 0.005
H -1.650 -0.908 0.833 0.042 0.122 -0.056
H 1.765 -2.080 -0.642 0.059 -0.029 0.128
H -5.707 2.592 -1.256 0.011 -0.069 -0.036
H -0.099 5.988 1.228 0.008 0.007 -0.031
H 0.994 7.244 -2.157 0.012 -0.012 -0.009
H -1.071 3.740 0.887 -0.044 -0.050 -0.073
H 5.223 -1.093 -2.997 0.130 -0.058 0.183
H 2.983 -4.866 -1.827 0.007 -0.011 -0.033
H 3.112 0.414 -1.502 -0.092 -0.030 0.025
H 1.479 -4.486 -3.419 -0.062 -0.170 0.071
H -2.830 -5.805 -0.912 -0.096 -0.063 0.003
H -5.874 4.273 0.601 -0.020 0.001 0.012
H 3.820 -0.877 -0.562 0.075 -0.188 -0.046
H 4.269 -4.998 5.572 0.011 0.046 0.175
H 0.212 7.179 -0.574 0.008 -0.028 -0.007
H 3.881 4.991 -1.195 -0.056 -0.038 -0.037
H 2.514 -6.171 1.697 -0.015 -0.110 0.021
H 3.748 6.734 -0.976 -0.047 0.045 0.026
H -1.569 2.582 -1.300 -0.042 0.091 0.079
H -5.827 -0.780 0.229 0.020 -0.008 -0.012
H 4.685 -4.170 2.873 0.201 -0.306 -0.115
H 1.213 -5.048 1.335 -0.036 -0.174 0.016
H 4.021 -5.733 3.397 0.178 -0.073 0.008
H -0.401 -1.882 1.609 0.085 -0.016 0.056
H -3.872 2.018 4.388 -0.073 -0.020 0.005
H -3.064 0.612 3.681 -0.016 -0.014 -0.012
H 3.850 2.210 0.252 0.051 0.208 -0.015
H -0.070 -5.730 -0.664 0.053 -0.033 0.103
H -5.375 3.484 2.931 0.015 -0.047 0.058
H -3.005 1.077 -1.456 0.001 -0.007 0.080
H -6.593 1.452 3.051 0.000 0.014 -0.048
H 1.804 7.884 -0.730 0.084 -0.051 0.017
H 2.353 6.328 1.150 0.030 0.034 -0.049
H 2.555 -3.243 2.516 -0.037 0.127 0.120
H 0.089 2.017 -1.353 0.051 0.151 -0.035
H -4.504 0.512 -2.174 -0.081 -0.001 0.017
H 1.751 -4.427 3.519 -0.023 -0.145 0.042
```
Positions in Å, forces in eV/Å.

Here are the Löwdin charges for atoms 1 to 6, given in e:
1 O -0.026
2 O -0.030
3 O -0.043
4 O -0.190
5 N -0.090
6 N -0.113